Here is one molecule with the formula C3H4N2OS from the OMol25 dataset. Energies are from wB97M-V/def2-TZVPD.

Structure (ORCA input):
```
! wB97M-V def2-TZVPD RIJCOSX def2/J DEFGRID3
* xyz 0 1
O -0.0691 1.9837 0.0186
C 0.4001 0.7546 -0.0418
C 1.6713 0.1719 -0.1521
N 1.5164 -1.1663 0.0150
C 0.2609 -1.3788 -0.0512
N -0.5113 -0.3112 -0.2540
S -2.2344 -0.2652 -0.1281
H -0.8057 2.1585 -0.4886
H 2.6756 0.6619 -0.0200
H -0.3736 -2.2246 -0.1273
H -2.5302 -0.3845 1.2296
*
```

The electronic energy is -19036.8523 eV. The calculation puts the energy above the lowest of the compared OMol25 structures with the same formula, charge and spin at 2.196 eV. The gap between HOMO and LUMO is 0.316 Eh. As for the SMILES: Oc1cncn1S.

Here are the natural (NBO) charges for atoms 1 to 4, given in e: -0.6603, 0.4016, -0.1648, -0.4339


Here is one molecule with the formula C3H4N2OS from the OMol25 dataset. Energies are from wB97M-V/def2-TZVPD.

Structure (ORCA input):
```
! wB97M-V def2-TZVPD RIJCOSX def2/J DEFGRID3
* xyz 0 1
N 3.2569 1.9572 0.0565
C 3.0984 0.8357 -0.1416
N 2.9713 -0.4156 -0.2435
S 1.3842 -1.0922 0.0821
O 1.1390 -2.5056 0.1164
C -0.0559 -0.2408 0.7478
C 0.1204 -0.2942 -0.7848
H -0.0099 0.7043 1.4003
H -0.7206 -0.8963 1.2512
H -0.6749 -0.8551 -1.2342
H 0.2724 0.7073 -1.1719
*
```

The electronic energy is -19033.7663 eV. The calculation puts the energy above the lowest of the compared OMol25 structures with the same formula, charge and spin at 5.282 eV. The gap between HOMO and LUMO is 0.320 Eh. As for the SMILES: N#CN=S1(=O)CC1.

Here are the natural (NBO) charges for atoms 1 to 4, given in e: -0.4079, 0.3468, -0.7554, 1.8649


Here is one molecule with the formula C3H4N2OS from the OMol25 dataset. Energies are from wB97M-V/def2-TZVPD.

Structure (ORCA input):
```
! wB97M-V def2-TZVPD RIJCOSX def2/J DEFGRID3
* xyz 0 1
H -2.5889 0.6528 0.3310
N -1.5906 0.8763 0.5535
C -0.5146 0.3674 0.3062
C 0.6360 0.9629 0.8708
S 0.5081 2.5573 1.3658
N -0.2418 -1.0272 -0.2958
C 0.7566 -0.8850 -1.2116
O 1.5118 0.1747 -1.4845
H 1.4694 0.2152 1.2055
H -0.8486 -1.9386 -0.0442
H 0.9026 -1.9557 -1.5967
*
```

The electronic energy is -19035.4009 eV. The calculation puts the energy above the lowest of the compared OMol25 structures with the same formula, charge and spin at 3.648 eV. The gap between HOMO and LUMO is 0.280 Eh. As for the SMILES: [H]/N=C(/C=S)NC=O.

Here are the natural (NBO) charges for atoms 1 to 4, given in e: 0.3922, -0.5798, 0.3391, -0.3103


Here is one molecule with the formula C3H4N2OS from the OMol25 dataset. Energies are from wB97M-V/def2-TZVPD.

Structure (ORCA input):
```
! wB97M-V def2-TZVPD RIJCOSX def2/J DEFGRID3
* xyz 0 1
C -0.1041 0.6976 0.2239
S -0.5965 0.0971 -1.3973
C 0.2343 -1.5674 -1.4473
C -0.3411 -2.4127 -2.4971
N -0.8499 -3.0396 -3.3140
N 1.5498 -1.0744 -1.6818
O 2.2765 -1.1251 -0.7046
H -0.6147 0.1720 1.1552
H -0.4556 1.7688 0.2500
H 1.0013 0.5093 0.3936
H 0.1853 -2.2609 -0.4874
*
```

The electronic energy is -19034.9845 eV. The calculation puts the energy above the lowest of the compared OMol25 structures with the same formula, charge and spin at 4.064 eV. The gap between HOMO and LUMO (spin up / spin down) is 0.339 / 0.339 Eh. As for the SMILES: CS[C@@H](C#N)N=O.

Here are the natural (NBO) charges for atoms 1 to 4, given in e: -0.7912, 0.3311, -0.3598, 0.2496


- The highest electronic energy belongs to which entry?
  number 2


- electronic energy of number 4 (C3H4N2OS)?
  -19034.9845 eV